# 1
Computed, not measured: a 2-piece molecular cluster, C8H16N2O5 overall at a distorted geometry, with ωB97M-V with the def2-TZVPD basis set.

Total energy   -799.9827 a.u.
Total charge   0
LUMO   -0.04 eV

XYZ file:
```
31
Properties=species:S:1:pos:R:3:mulliken_charge:R:1
C -1.99857 -0.63372 0.49697 0.252
C -0.51993 -0.68949 0.07777 0.037
C -2.78592 -0.26774 -0.71636 0.200
C -4.38709 -0.14957 -0.42015 -0.904
C 1.82171 0.15270 0.72618 -0.026
C 1.83906 1.65853 0.19272 0.411
C 2.65260 -0.89055 0.00639 -0.104
C 2.55690 -2.16725 0.69594 -1.645
H -2.93890 -0.10968 2.13806 0.294
H -2.24289 1.10940 1.52329 0.209
H -2.42724 -1.59521 0.83517 0.493
H -2.70776 -1.01762 -1.56520 0.289
H -3.56974 1.54426 -1.39889 0.326
H -4.95209 -1.15526 -0.58506 0.291
H -4.82187 0.85448 -1.16841 0.152
H -4.35032 0.20955 0.62799 0.365
H 0.10422 0.24588 1.80951 0.358
H 2.21934 0.45407 1.64802 0.448
H 3.64211 -0.54084 0.08582 0.595
H 1.39339 -0.98732 -1.39732 0.532
H 3.32758 -2.83704 0.25150 0.341
H 2.50050 -2.21536 1.74260 0.422
H 1.64361 -2.62361 0.32174 0.353
H 3.13795 1.13384 -1.47792 0.400
N -2.12696 0.11898 1.70988 -0.729
N 0.36876 -0.18747 0.95893 -0.137
O -0.33439 -1.40347 -0.97027 -0.798
O -2.37172 1.02920 -0.89912 -0.658
O 1.14159 2.60272 0.71038 -0.594
O 2.40651 -0.88978 -1.36040 -0.667
O 2.56762 1.90288 -1.03426 -0.506
```

=====

# 2
Computed, not measured: C22H35F6N6O5RhS4Si4Te as an isolated structure, with ωB97M-V with the def2-TZVPD basis set.

Total energy   -5292.5389 a.u.
Expectation value of S²   6.014
2S+1   5
Total charge   0
LUMO (spin up / spin down)   -0.23 / -2.45 eV

XYZ file:
```
84
Properties=species:S:1:pos:R:3:mulliken_charge:R:1
Rh 0.22084 2.37531 0.50696 1.272
F 3.28743 1.37031 4.77669 -0.181
C 3.34232 0.61596 3.68894 0.426
F 3.32065 -0.66458 4.03485 -0.187
F 4.46906 0.87121 3.03013 -0.196
S 1.91557 0.98232 2.58292 0.510
O 1.87067 2.42155 2.38671 -0.628
O 2.17754 0.21876 1.38999 -0.439
N 0.71902 0.39449 3.39375 -0.182
S -0.59370 1.19989 3.74625 0.553
O -1.64764 0.26986 3.98972 -0.596
O -0.83492 2.32210 2.86320 -0.397
C -0.22757 1.98221 5.37689 0.408
F 0.23338 1.06779 6.22480 -0.208
F 0.68173 2.93726 5.23288 -0.171
F -1.34468 2.50680 5.86524 -0.187
C -3.48675 2.69266 0.27554 -1.067
C -2.66873 3.01811 -0.92638 0.115
N -1.40177 2.72947 -1.07342 1.370
C -0.89726 3.17146 -2.27294 -0.868
C -1.80818 3.77710 -3.07568 -0.514
S -3.32432 3.81728 -2.28717 -0.244
C 0.53528 2.99646 -2.50312 -0.381
C 1.22926 3.31807 -3.62120 -0.356
S 2.88720 2.98701 -3.38278 -0.270
C 2.57571 2.43837 -1.79550 -0.309
N 1.30420 2.47606 -1.47574 1.686
C 3.68463 2.01886 -0.89937 -0.731
H -2.93943 2.98856 1.17000 0.197
H -3.69162 1.62189 0.32018 0.075
H -4.43528 3.22585 0.25211 0.505
H -1.65850 4.21406 -4.04823 0.476
H 0.85430 3.73775 -4.53904 0.495
H 4.49106 1.56490 -1.47467 0.499
H 3.32062 1.30848 -0.16384 -0.262
H 4.06928 2.89728 -0.37931 0.372
C 0.12805 -3.65001 2.55978 -0.897
Si -1.14070 -3.77040 1.18529 0.713
C -2.83128 -3.31581 1.85315 -0.917
C -1.17384 -5.49983 0.45192 -1.096
Si -0.50521 -2.27144 -0.51728 -0.348
Te -1.12824 -0.08101 0.57503 -0.452
Si 1.70159 -2.52653 -1.30035 0.828
C 2.98563 -2.66102 0.05138 -0.696
C 2.09104 -1.08729 -2.44430 -0.462
C 1.72360 -4.13837 -2.27171 -1.108
Si -2.06023 -2.07408 -2.29268 0.335
C -1.61731 -0.54273 -3.29316 -0.471
C -2.01753 -3.59052 -3.39708 -1.150
C -3.80164 -1.87597 -1.61504 -1.068
H -0.23620 -4.16733 3.45124 0.415
H 0.31840 -2.60973 2.83745 0.182
H 1.07896 -4.10223 2.27221 0.319
H -3.16541 -4.08514 2.55447 0.397
H -3.57781 -3.23128 1.06147 0.264
H -2.79953 -2.36526 2.38934 0.237
H -1.40359 -6.23322 1.22936 0.400
H -0.21266 -5.77188 0.01106 0.273
H -1.93645 -5.58877 -0.32493 0.274
H 3.04814 -1.75310 0.64643 -0.106
H 3.95886 -2.84050 -0.41536 0.423
H 2.77812 -3.49481 0.72424 0.298
H 1.72664 -0.14756 -2.02413 -0.509
H 1.62192 -1.22110 -3.42155 0.374
H 3.17018 -0.99855 -2.59549 0.436
H 1.63487 -5.00143 -1.60840 0.278
H 2.67537 -4.22574 -2.80332 0.396
H 0.92328 -4.20217 -3.00952 0.186
H -0.72630 -0.70348 -3.90368 0.307
H -1.41852 0.31730 -2.64772 -0.305
H -2.44364 -0.27802 -3.95857 0.469
H -1.04146 -3.74141 -3.85908 0.307
H -2.75061 -3.47254 -4.20005 0.385
H -2.27081 -4.49622 -2.84255 0.276
H -3.84958 -1.20206 -0.75783 0.321
H -4.21142 -2.83749 -1.29796 0.305
H -4.45173 -1.47334 -2.39655 0.385
O -1.41302 4.89528 1.01694 -0.713
N -0.23383 4.60866 0.76019 0.728
C 0.74394 5.43918 1.12255 0.321
C 2.04959 5.11932 0.66199 0.146
N 3.10819 4.86342 0.28709 -0.584
C 0.47179 6.63085 1.85140 -0.187
N 0.25097 7.58446 2.45497 -0.495
```

=====

# 3
Computed, not measured: a 2-piece molecular cluster, C2H10OSi3 overall at a distorted geometry, with ωB97M-V with the def2-TZVPD basis set.

Total energy   -1025.7015 a.u.
Expectation value of S²   2.001
2S+1   3
Total charge   0
LUMO (spin up / spin down)   0.47 / -2.14 eV

XYZ file:
```
16
Properties=species:S:1:pos:R:3:mulliken_charge:R:1
C -0.40223 1.02199 -1.24149 0.574
C -1.81385 0.68439 -0.92878 -0.992
O 0.00440 2.11805 -1.54307 -0.495
Si 2.50532 0.06028 -0.07223 0.352
Si -2.08053 -1.07092 3.41665 0.053
Si 0.81002 -0.32597 -1.55243 0.321
H -2.06536 -0.35332 -1.12014 0.327
H -2.52747 1.40174 -1.40957 0.300
H -1.89859 0.81757 0.15229 0.210
H 3.11514 1.41988 0.05687 -0.095
H 3.75861 -0.59971 -0.37756 -0.151
H 1.97358 -0.17786 1.33177 -0.118
H -1.00344 -1.93739 2.71166 -0.021
H -1.81261 -1.14205 4.87689 -0.024
H 1.06113 -0.20017 -2.99980 -0.101
H 0.37587 -1.71651 -1.30106 -0.143
```

=====

In kcal/mol, the energy relative to the best compared isomer or geometry (same formula, charge and spin) values for the records above are, in order, 133.4; 7.2; 13.5.